(one)
ORCA calculation (wB97M-V/def2-TZVPD) on C4H4S3 in the gas phase.

Calculated values
* highest occupied orbital energy: -0.3259 Ha
* SMILES string: S=C1SC[C@H]2S[C@H]12

```
! RIJCOSX wB97M-V def2-TZVPD def2/J DEFGRID3
* xyz 0 1
C -0.92132 -0.22663 0.10976
C 0.99957 1.78744 0.08296
C 1.27116 0.37699 -0.44569
C 0.52320 -0.50313 0.47536
H 1.35939 1.92437 1.12616
H 1.34663 2.61445 -0.59225
H 0.86905 0.30323 -1.47759
H 0.68302 -0.16275 1.52422
S -2.19075 -1.20631 -0.07253
S -0.86499 1.57488 -0.01181
S 2.08738 -1.19903 -0.03533
*
```

Population analysis type natural (NBO), resulting atomic charges in e: number 1, C, carries -0.286; number 2, C, carries -0.507; number 3, C, carries -0.331; number 4, C, carries -0.441; number 5, H, carries 0.231; number 6, H, carries 0.241; number 7, H, carries 0.228; number 8, H, carries 0.232; number 9, S, carries 0.103; number 10, S, carries 0.278; number 11, S, carries 0.252

---

(two)
ORCA calculation (wB97M-V/def2-TZVPD) on C4H4S3 in the gas phase.

Calculated values
* highest occupied orbital energy: -0.3203 Ha
* SMILES string: S=C1S[C@H]2C[C@@H]2S1

```
! RIJCOSX wB97M-V def2-TZVPD def2/J DEFGRID3
* xyz 0 1
C 1.43522 -1.17731 -0.91562
C -0.85780 -0.39539 0.26461
C -1.16436 0.91071 0.93383
C 0.05726 0.88201 0.07780
H -1.27664 -0.61718 -0.70706
H -2.22897 1.21017 0.69304
H -0.83713 1.16251 1.79888
H 0.98766 1.01065 0.81099
S 2.75186 -1.72503 -1.67426
S 0.19003 -1.80125 0.25565
S 0.94287 0.54010 -1.53786
*
```

Population analysis type natural (NBO), resulting atomic charges in e: number 1, C, carries -0.492; number 2, C, carries -0.446; number 3, C, carries -0.340; number 4, C, carries -0.357; number 5, H, carries 0.236; number 6, H, carries 0.240; number 7, H, carries 0.220; number 8, H, carries 0.223; number 9, S, carries 0.080; number 10, S, carries 0.364; number 11, S, carries 0.272

---

Most stable structure - (one); separation to the second - 138.7 kJ/mol.

---

(one)
ORCA calculation (wB97M-V/def2-TZVPD) on 2 unconnected molecules or ions with the total composition H7N4OP.

Calculated values
* highest occupied orbital energy (spin up / spin down): -0.2796 / -0.2983 Ha

```
! RIJCOSX wB97M-V def2-TZVPD def2/J DEFGRID3
* xyz 0 1
N 0.41351 -0.72503 2.38277
N -1.16434 0.22370 -1.90172
N 1.27015 0.60677 -1.36141
N -0.35578 0.22428 1.75660
O 0.36516 -1.74346 -0.97496
P -0.04779 -0.30452 -0.84767
H 0.18817 -1.76531 2.10499
H 1.48905 -0.68016 2.29117
H -1.97187 -0.26489 -2.25924
H -1.35046 1.19385 -1.83220
H 1.37430 1.52259 -0.82139
H 2.05410 -0.12740 -1.38474
H -1.36042 0.17089 1.61431
*
```

Population analysis type natural (NBO), resulting atomic charges in e: number 1, N, carries -0.602; number 2, N, carries -1.201; number 3, N, carries -1.216; number 4, N, carries -0.529; number 5, O, carries -1.090; number 6, P, carries 1.903; number 7, H, carries 0.353; number 8, H, carries 0.377; number 9, H, carries 0.417; number 10, H, carries 0.395; number 11, H, carries 0.407; number 12, H, carries 0.427; number 13, H, carries 0.359

---

(two)
ORCA calculation (wB97M-V/def2-TZVPD) on H7N4OP in the gas phase.

Calculated values
* highest occupied orbital energy: -0.3435 Ha
* SMILES string: NNP(N)(N)=O

```
! RIJCOSX wB97M-V def2-TZVPD def2/J DEFGRID3
* xyz 0 1
N 2.03700 0.73602 -0.49478
N -1.56978 -1.06354 -0.65292
N -0.56013 0.00795 1.79038
N 1.12330 -0.35044 -0.42786
O -1.09619 1.46238 -0.49910
P -0.64052 0.18721 0.08033
H 1.76009 1.22235 -1.38479
H 3.04359 0.58469 -0.48514
H -2.20647 -0.60578 -1.27170
H -1.94896 -1.71946 0.05048
H -1.18370 0.56897 2.40915
H 0.35551 -0.21564 2.27608
H 0.88625 -0.81471 -1.39013
*
```

Population analysis type natural (NBO), resulting atomic charges in e: number 1, N, carries -0.684; number 2, N, carries -1.188; number 3, N, carries -1.230; number 4, N, carries -0.755; number 5, O, carries -1.096; number 6, P, carries 2.230; number 7, H, carries 0.344; number 8, H, carries 0.364; number 9, H, carries 0.411; number 10, H, carries 0.407; number 11, H, carries 0.416; number 12, H, carries 0.431; number 13, H, carries 0.351

---

Most stable structure - (two); separation to the second - 277.7 kJ/mol.

---

(one)
ORCA calculation (wB97M-V/def2-TZVPD) on 5 unconnected molecules or ions with the total composition C2H16NO5.

Calculated values
* highest occupied orbital energy: -0.5235 Ha

```
! RIJCOSX wB97M-V def2-TZVPD def2/J DEFGRID3
* xyz 1 1
C 0.54206 2.77487 -1.10750
O 1.67636 3.30310 -0.43561
C 0.68707 1.26376 -1.22467
N 1.00857 0.61724 0.14232
H 0.49239 3.14176 -2.19647
H -0.29859 3.15551 -0.46904
H 1.74688 4.18313 -0.90472
H -0.45421 0.91181 -1.41264
H 1.36539 0.97811 -2.08821
H 1.76976 1.21474 0.72829
H 1.66716 -0.25074 -0.06416
H 0.25974 0.14800 0.61495
H 3.18537 -1.67419 -2.77176
H 3.46672 -2.79980 -1.64099
O 3.20204 -1.88260 -1.79466
H -2.79460 -2.99958 4.02635
H -1.84254 -3.61905 3.00150
O -2.31153 -2.83959 3.22443
H -0.81810 -0.56644 3.44091
H -1.75648 -1.21363 2.61691
O -1.18925 -0.50041 2.59164
H -3.91029 -0.78307 -1.34483
H -2.70059 -1.64088 -1.67459
O -2.99334 -0.92205 -1.25745
*
```

Population analysis type natural (NBO), resulting atomic charges in e: number 1, C, carries -0.108; number 2, O, carries -0.737; number 3, C, carries -0.262; number 4, N, carries -0.740; number 5, H, carries 0.205; number 6, H, carries 0.203; number 7, H, carries 0.498; number 8, H, carries 0.260; number 9, H, carries 0.252; number 10, H, carries 0.481; number 11, H, carries 0.462; number 12, H, carries 0.477; number 13, H, carries 0.490; number 14, H, carries 0.494; number 15, O, carries -0.982; number 16, H, carries 0.491; number 17, H, carries 0.484; number 18, O, carries -0.961; number 19, H, carries 0.467; number 20, H, carries 0.493; number 21, O, carries -0.970; number 22, H, carries 0.484; number 23, H, carries 0.465; number 24, O, carries -0.948

---

(two)
ORCA calculation (wB97M-V/def2-TZVPD) on 6 unconnected molecules or ions with the total composition C2H16NO5.

Calculated values
* highest occupied orbital energy: -0.5171 Ha

```
! RIJCOSX wB97M-V def2-TZVPD def2/J DEFGRID3
* xyz 1 1
C 1.65178 0.60246 1.09617
C 1.23288 1.39959 2.04772
N 0.68625 -0.26993 0.39264
H 2.67704 0.42284 0.79231
H 2.00267 1.97352 2.55905
H 0.20594 1.56633 2.31319
H -0.22485 -0.25006 0.92312
H 0.56984 -0.01071 -0.60404
H 1.09680 -1.20278 0.30804
H -1.29581 -1.38636 -3.10380
H 0.03016 -1.75887 -3.75309
O -0.41323 -1.73092 -2.89700
H -2.17702 -0.79911 1.07004
H -2.27610 0.59805 1.71044
O -1.71408 -0.20542 1.67559
H -3.94871 2.17977 0.71569
H -3.09380 2.85591 1.79913
O -3.06800 2.16243 1.11628
H -0.16301 -2.91074 -0.96617
H 0.96733 -3.83555 -0.56071
O 0.57417 -2.98179 -0.34413
H 2.90189 1.49434 -1.93220
H 1.80300 0.81370 -2.60107
O 1.97486 1.27330 -1.75720
*
```

Population analysis type natural (NBO), resulting atomic charges in e: number 1, C, carries -0.036; number 2, C, carries -0.360; number 3, N, carries -0.745; number 4, H, carries 0.224; number 5, H, carries 0.234; number 6, H, carries 0.219; number 7, H, carries 0.465; number 8, H, carries 0.446; number 9, H, carries 0.463; number 10, H, carries 0.483; number 11, H, carries 0.489; number 12, O, carries -0.969; number 13, H, carries 0.483; number 14, H, carries 0.522; number 15, O, carries -0.963; number 16, H, carries 0.494; number 17, H, carries 0.494; number 18, O, carries -0.965; number 19, H, carries 0.495; number 20, H, carries 0.496; number 21, O, carries -0.977; number 22, H, carries 0.487; number 23, H, carries 0.476; number 24, O, carries -0.955

---

Most stable structure - (two); separation to the second - 167.3 kJ/mol.

---

(one)
ORCA calculation (wB97M-V/def2-TZVPD) on C5H10IN in the gas phase.

Calculated values
* highest occupied orbital energy: -0.3411 Ha
* SMILES string: CC(C)=N[C@H](C)I

```
! RIJCOSX wB97M-V def2-TZVPD def2/J DEFGRID3
* xyz 0 1
C -0.74143 0.19854 -0.57243
C -0.50804 -0.10103 -2.05472
C -0.74661 1.64480 -0.08299
C -0.54994 -2.01411 2.32599
C -0.87343 -0.69848 1.71009
N -0.76724 -0.83120 0.18525
I -2.78906 0.18472 2.34403
H -0.41851 -1.18356 -2.02063
H 0.50489 0.35677 -2.50052
H -1.29571 0.23927 -2.70635
H -0.03877 1.97457 0.68905
H -0.71949 2.35221 -0.94982
H -1.67366 1.69329 0.38837
H -1.29389 -2.70972 2.13675
H -0.52197 -1.75124 3.40037
H 0.27426 -2.57093 1.90902
H -0.23647 0.14818 2.22130
*
```

Population analysis type natural (NBO), resulting atomic charges in e: number 1, C, carries 0.351; number 2, C, carries -0.659; number 3, C, carries -0.717; number 4, C, carries -0.659; number 5, C, carries -0.125; number 6, N, carries -0.483; number 7, I, carries 0.021; number 8, H, carries 0.241; number 9, H, carries 0.220; number 10, H, carries 0.224; number 11, H, carries 0.237; number 12, H, carries 0.223; number 13, H, carries 0.243; number 14, H, carries 0.221; number 15, H, carries 0.217; number 16, H, carries 0.240; number 17, H, carries 0.205

---

(two)
ORCA calculation (wB97M-V/def2-TZVPD) on a molecular structure, C5H10IN.

Calculated values
* highest occupied orbital energy: -0.3011 Ha

```
! RIJCOSX wB97M-V def2-TZVPD def2/J DEFGRID3
* xyz 0 1
C 0.52477 0.54302 -0.09473
C 1.84480 0.15652 -0.68660
C -0.24159 -2.32289 -0.03737
C -0.87476 2.23920 0.95779
C -0.85684 -0.88489 -0.08496
N 0.24790 1.62113 0.39273
I -1.90204 -0.49716 -2.03747
H 2.53461 0.33138 0.21642
H 2.12272 0.76603 -1.56899
H 1.91420 -0.93077 -0.96476
H 0.40128 -2.60346 -0.99417
H 0.35489 -2.37068 0.98385
H -1.01447 -2.97627 0.01849
H -1.39926 2.59074 0.04460
H -0.47606 3.21113 1.37450
H -1.67708 1.78073 1.67324
H -1.50308 -0.65376 0.80744
*
```

Population analysis type natural (NBO), resulting atomic charges in e: number 1, C, carries 0.422; number 2, C, carries -0.700; number 3, C, carries -0.657; number 4, C, carries -0.451; number 5, C, carries -0.376; number 6, N, carries -0.464; number 7, I, carries 0.023; number 8, H, carries 0.243; number 9, H, carries 0.247; number 10, H, carries 0.227; number 11, H, carries 0.221; number 12, H, carries 0.219; number 13, H, carries 0.209; number 14, H, carries 0.223; number 15, H, carries 0.209; number 16, H, carries 0.199; number 17, H, carries 0.206

---

Most stable structure - (one); separation to the second - 163.0 kJ/mol.